11
Properties=species:S:1:pos:R:3 method="wB97M-V/def2-TZVPD" e_homo_ev="-9.84 / -10.00" total_charge=0
C -0.162 -0.720 0.727
C -1.029 0.314 0.474
C -0.556 0.768 -0.925
N 0.598 -0.894 -0.389
N -1.721 1.377 0.998
N -1.262 1.965 -1.064
N -1.856 2.189 -0.006
N 0.514 0.143 -1.281
O 3.410 -2.261 -0.294
S 2.311 -1.447 0.243
H -0.247 -1.434 1.517